Entry 1:
{
  "formula": "C35H57F2MnN3O22",
  "method": "wB97M-V/def2-TZVPD",
  "elements": ["Mn", "F", "F", "O", "C", "O", "C", "C", "C", "H", "H", "H", "H", "H", "H", "O", "C", "O", "C", "C", "C", "H", "H", "H", "H", "H", "H", "O", "C", "O", "C", "C", "C", "H", "H", "H", "H", "H", "H", "O", "C", "O", "C", "C", "C", "H", "H", "H", "H", "H", "H", "O", "C", "O", "C", "C", "C", "H", "H", "H", "H", "H", "H", "O", "C", "O", "C", "C", "C", "H", "H", "H", "H", "H", "H", "O", "C", "O", "C", "C", "C", "H", "H", "H", "H", "H", "H", "O", "C", "O", "C", "C", "C", "H", "H", "H", "H", "H", "H", "C", "N", "O", "O", "H", "H", "H", "C", "N", "O", "O", "H", "H", "H", "C", "N", "O", "O", "H", "H", "H"],
  "coordinates": [[-0.499, 0.188, 0.063], [-0.678, 0.952, 1.828], [1.051, 1.090, -0.723], [1.612, -3.313, 1.774], [1.960, -3.253, 0.606], [1.883, -4.247, -0.262], [1.995, -3.774, -1.622], [2.975, -2.558, -1.422], [2.653, -1.987, -0.064], [1.062, -3.386, -2.039], [2.333, -4.662, -2.168], [2.729, -1.797, -2.151], [3.984, -2.866, -1.495], [1.913, -1.166, -0.207], [3.497, -1.643, 0.487], [-2.570, 1.183, -0.612], [-3.516, 1.367, -1.354], [-3.885, 0.547, -2.371], [-5.157, 0.965, -2.864], [-5.288, 2.495, -2.580], [-4.595, 2.477, -1.216], [-5.960, 0.380, -2.353], [-5.190, 0.719, -3.949], [-6.338, 2.832, -2.488], [-4.732, 3.098, -3.337], [-5.234, 2.069, -0.436], [-4.063, 3.337, -0.923], [-4.357, -0.908, 0.491], [-4.301, -0.188, 1.445], [-5.052, 0.969, 1.472], [-4.954, 1.573, 2.783], [-3.607, 1.069, 3.275], [-3.561, -0.313, 2.750], [-5.815, 1.242, 3.349], [-4.963, 2.660, 2.695], [-3.530, 1.080, 4.337], [-2.830, 1.588, 2.800], [-4.048, -1.007, 3.355], [-2.575, -0.549, 2.398], [4.861, -1.433, 2.551], [4.771, -1.605, 3.755], [4.871, -0.505, 4.549], [4.779, -0.933, 5.954], [5.043, -2.400, 6.004], [4.618, -2.853, 4.530], [3.762, -0.665, 6.222], [5.512, -0.312, 6.498], [4.491, -2.989, 6.734], [6.102, -2.675, 6.111], [3.600, -3.197, 4.521], [5.219, -3.589, 3.934], [-1.212, -1.790, 0.723], [-1.306, -2.969, 0.738], [-1.092, -3.767, -0.265], [-0.952, -5.116, 0.289], [-2.026, -5.094, 1.462], [-1.638, -3.701, 1.983], [0.063, -5.202, 0.662], [-1.097, -5.781, -0.580], [-1.867, -5.919, 2.170], [-3.042, -5.215, 0.949], [-0.860, -3.681, 2.702], [-2.482, -3.199, 2.441], [-1.606, 4.956, -0.042], [-1.159, 4.523, 0.981], [-1.930, 4.488, 2.064], [-1.142, 4.086, 3.224], [0.350, 4.305, 2.830], [0.273, 4.081, 1.279], [-1.378, 3.011, 3.352], [-1.393, 4.803, 4.020], [1.059, 3.603, 3.274], [0.715, 5.361, 3.046], [0.196, 2.987, 1.135], [0.948, 4.658, 0.712], [-0.790, -1.038, -1.906], [-1.000, -0.812, -3.066], [-0.765, 0.322, -3.626], [-1.552, 0.533, -4.796], [-1.754, -0.906, -5.354], [-1.609, -1.770, -4.059], [-1.058, 1.198, -5.524], [-2.503, 1.100, -4.509], [-0.996, -1.208, -6.028], [-2.723, -0.918, -5.890], [-0.869, -2.577, -4.152], [-2.550, -2.131, -3.602], [1.641, -1.751, -4.699], [1.854, -0.594, -4.783], [1.634, 0.110, -5.908], [1.941, 1.496, -5.770], [2.828, 1.579, -4.475], [2.444, 0.299, -3.708], [1.036, 2.072, -5.595], [2.402, 1.808, -6.731], [2.434, 2.437, -3.859], [3.930, 1.656, -4.716], [1.694, 0.407, -2.954], [3.184, -0.269, -3.129], [0.963, -1.000, 3.392], [0.609, -1.621, 4.701], [-0.175, -2.546, 4.763], [1.178, -1.137, 5.674], [1.562, -0.155, 3.780], [-0.024, -0.777, 2.940], [1.485, -1.670, 2.683], [3.917, 1.491, 0.710], [4.154, 1.426, -0.701], [4.303, 2.447, -1.364], [4.419, 0.290, -1.198], [4.665, 0.882, 1.224], [2.903, 1.153, 0.861], [3.936, 2.562, 1.022], [0.312, 3.678, -2.232], [-0.444, 3.454, -3.471], [-1.539, 2.949, -3.296], [0.076, 3.769, -4.538], [1.404, 3.621, -2.445], [-0.056, 2.918, -1.593], [0.100, 4.689, -1.861]],
  "lowdin_spin": [4.694, 0.090, 0.089, 0.000, 0.000, 0.000, 0.000, 0.000, 0.004, 0.000, 0.000, 0.000, 0.000, 0.003, 0.000, 0.030, 0.004, 0.001, 0.000, 0.000, 0.001, 0.000, 0.000, 0.000, 0.000, 0.000, 0.000, 0.000, 0.000, 0.000, 0.000, 0.000, 0.000, 0.000, 0.000, 0.000, 0.000, 0.000, 0.000, 0.000, 0.000, 0.000, 0.000, 0.000, 0.000, 0.000, 0.000, 0.000, 0.000, 0.000, 0.000, 0.036, 0.007, 0.003, 0.000, 0.000, 0.001, 0.000, 0.000, 0.000, 0.000, 0.000, 0.000, 0.000, 0.000, 0.000, 0.000, 0.000, 0.000, 0.000, 0.000, 0.000, 0.000, 0.000, 0.000, 0.026, 0.004, 0.001, 0.000, 0.000, 0.001, 0.000, 0.000, 0.000, 0.000, 0.000, 0.000, 0.000, 0.000, 0.000, 0.000, 0.000, 0.000, 0.000, 0.000, 0.000, 0.000, 0.000, 0.000, 0.001, 0.000, 0.000, 0.000, 0.000, 0.000, 0.000, 0.000, 0.000, 0.000, 0.000, 0.000, 0.000, 0.000, 0.000, 0.000, 0.000, 0.000, 0.000, 0.000, 0.000],
  "homo_energy_ev": [-8.7, -9.9],
  "homo_lumo_gap_ev": [9.1010, 10.2755],
  "spin_multiplicity": 6,
  "s_squared": 8.75
}


Entry 2:
{
  "formula": "C5H9NO8",
  "method": "wB97M-V/def2-TZVPD",
  "elements": ["C", "C", "C", "O", "C", "O", "O", "C", "O", "O", "N", "O", "O", "O", "H", "H", "H", "H", "H", "H", "H", "H", "H"],
  "coordinates": [[-2.398, 0.663, 0.485], [-0.946, 0.626, -0.008], [-0.594, 1.804, -1.007], [-0.984, 1.914, -2.158], [-0.548, -0.769, -0.577], [-0.990, -1.692, 0.371], [-0.437, -3.001, -0.015], [0.944, -0.877, -0.867], [1.539, -0.913, 0.347], [3.263, -1.065, -0.140], [3.862, -0.023, 0.302], [5.045, 0.110, -0.030], [-0.125, 0.744, 1.151], [-0.340, 2.127, 1.660], [-3.109, 0.355, -0.299], [-2.474, -0.027, 1.343], [-2.645, 1.674, 0.841], [0.063, 2.518, -0.489], [-1.178, -0.989, -1.462], [-0.369, -3.451, 0.849], [1.169, -1.781, -1.449], [1.294, 0.002, -1.435], [-0.041, 2.050, 2.589]],
  "mulliken_charge": [-1.607, 1.259, -0.313, -0.489, -0.239, -0.271, -0.387, -0.289, -0.226, -0.092, 0.338, -0.430, -0.285, -0.423, 0.331, 0.391, 0.431, 0.445, 0.507, 0.327, 0.374, 0.315, 0.331],
  "homo_energy_ev": [-10.0, -10.0],
  "homo_lumo_gap_ev": [8.0087, 7.7342],
  "e_above_lowest_kcal_mol": 42.0
}


Entry 3:
{
  "formula": "C8H27NO2P2Ru",
  "method": "wB97M-V/def2-TZVPD",
  "elements": ["Ru", "H", "H", "P", "P", "C", "H", "H", "H", "C", "H", "H", "H", "C", "H", "H", "H", "C", "H", "H", "H", "C", "H", "H", "H", "C", "H", "H", "H", "H", "H", "N", "C", "C", "O", "O", "H", "H", "H", "H", "H"],
  "coordinates": [[-0.176, -0.012, -0.142], [-3.134, -0.406, -1.008], [-3.108, 0.349, -1.017], [0.304, -2.089, -0.853], [0.295, 2.108, -0.795], [0.470, 3.121, 0.726], [0.615, 4.178, 0.465], [-0.439, 3.022, 1.332], [1.335, 2.772, 1.304], [1.686, 2.748, -1.803], [1.624, 2.382, -2.836], [1.679, 3.848, -1.826], [2.645, 2.422, -1.382], [-1.159, 2.960, -1.522], [-2.027, 2.802, -0.870], [-0.975, 4.039, -1.616], [-1.388, 2.549, -2.512], [1.792, -2.707, -1.708], [1.777, -3.803, -1.790], [1.859, -2.287, -2.718], [2.697, -2.419, -1.160], [0.270, -3.150, 0.650], [-0.663, -2.974, 1.204], [0.318, -4.209, 0.367], [1.132, -2.924, 1.292], [-1.071, -2.886, -1.757], [-1.189, -2.431, -2.746], [-0.890, -3.962, -1.876], [-2.000, -2.741, -1.195], [0.609, 0.047, -1.549], [1.352, 0.030, -0.627], [0.557, -0.549, 2.740], [-0.396, 0.522, 3.143], [-1.772, 0.129, 2.570], [-2.743, 0.214, 3.318], [-1.759, -0.313, 1.355], [0.169, -1.486, 2.927], [1.428, -0.471, 3.274], [0.749, -0.478, 1.675], [-0.424, 0.580, 4.231], [-0.050, 1.477, 2.735]],
  "lowdin_spin": [1.802, 0.016, 0.016, 0.152, 0.168, 0.063, 0.011, 0.002, 0.006, 0.007, 0.001, 0.001, 0.002, 0.045, 0.001, 0.008, 0.001, 0.008, 0.001, 0.001, 0.003, 0.052, 0.002, 0.009, 0.003, 0.042, 0.001, 0.008, 0.001, 0.074, 0.104, 0.154, 0.088, 0.105, 0.798, 0.113, 0.005, 0.009, 0.102, 0.001, 0.013],
  "homo_energy_ev": [-12.5, -16.2],
  "homo_lumo_gap_ev": [5.5361, 4.4830],
  "charge": 2,
  "e_above_lowest_kcal_mol": 5.5,
  "spin_multiplicity": 5,
  "s_squared": 6.01
}


Q: What is the formula in the third record?
A: C8H27NO2P2Ru